A 2-piece molecular cluster, C3H10NO overall. Source: the OMol25 dataset; level of theory: ωB97M-V/def2-TZVPD.

Last column: Löwdin charge in e.
Atoms and positions in Å:
C1 1.59 -2.49 -0.50  -0.5083
O1 1.38 -1.36 -1.19  -0.4278
H1 0.78 -3.01 0.02  0.0168
H2 1.99 -3.30 -1.26  0.0303
H3 2.58 -2.46 0.24  0.0516
C2 -1.64 2.01 0.56  -0.1848
C3 -0.68 1.26 -0.22  -0.3848
N1 -0.13 0.05 0.57  -0.0080
H4 -1.21 2.66 1.37  0.0698
H5 -2.11 2.73 -0.20  0.0801
H6 -2.42 1.33 0.98  0.0726
H7 -1.04 0.68 -1.04  0.0882
H8 0.15 1.95 -0.61  0.1159
H9 0.39 -0.60 0.01  -0.0408
H10 0.37 0.54 1.28  0.0292

LUMO ... 4.04 eV
Molar mass ... 76.1 g/mol
Total charge ... -1
Kohn-Sham gap ... 0.2338 Eh
Energy above the lowest of the compared OMol25 structures with the same formula, charge and spin ... 36.1 kcal per mole
Calculated total energy ... -6809.20926 eV
Largest force on an atom ... 4.662 eV/A
Highest occupied orbital energy ... -2.3 eV

A 2-piece molecular cluster, C3H10NO overall. Source: the OMol25 dataset; level of theory: ωB97M-V/def2-TZVPD.

Last column: Löwdin charge in e.
Atoms and positions in Å:
C1 1.18 -0.59 2.23  -0.2272
O1 1.35 -0.17 0.96  -0.0802
H1 1.97 -0.02 2.84  0.1331
H2 0.16 -0.35 2.55  0.0807
H3 1.30 -1.73 2.39  0.0978
C2 -1.40 1.34 -0.74  -0.1107
C3 -1.02 0.16 -1.59  -0.3557
N1 -0.10 -0.82 -1.11  0.0157
H4 -0.70 2.19 -0.83  0.0820
H5 -2.26 1.82 -0.80  0.0120
H6 -1.33 0.97 0.32  0.0854
H7 -2.04 -0.43 -1.75  0.1378
H8 -0.69 0.63 -2.44  0.0745
H9 0.83 -0.49 -1.41  0.0801
H10 0.04 -0.87 -0.17  -0.0253

LUMO (alpha / beta) ... 0.94 / -1.77 eV
2S+1 ... 2
Molar mass ... 76.1 g/mol
Total charge ... 0
Kohn-Sham gap (alpha / beta) ... 0.3689 / 0.2674 Eh
Energy above the lowest of the compared OMol25 structures with the same formula, charge and spin ... 42.8 kcal per mole
Calculated total energy ... -6806.88963 eV
⟨S²⟩ ... 0.7542
Largest force on an atom ... 5.691 eV/A
Highest occupied orbital energy (alpha / beta) ... -9.1 / -9.0 eV

An isolated ion of composition C3H10NO and charge +1. Source: the OMol25 dataset; level of theory: ωB97M-V/def2-TZVPD.

Last column: Löwdin charge in e.
Atoms and positions in Å:
C1 -1.53 1.07 0.53  -0.0321
C2 -0.57 -0.01 0.11  -0.3033
N1 0.27 -0.51 1.28  0.2068
C3 0.44 0.30 -1.04  -0.1716
O1 1.35 -0.77 -1.01  -0.0368
H1 -2.26 1.20 -0.27  0.1038
H2 -2.15 0.79 1.38  0.0949
H3 -1.05 2.01 0.81  0.0965
H4 -1.04 -0.96 -0.11  0.1552
H5 0.74 0.15 1.91  0.1757
H6 1.04 -1.02 0.82  0.1481
H7 -0.24 -1.13 1.90  0.1746
H8 -0.09 0.30 -1.98  0.1437
H9 0.79 1.32 -0.83  0.1380
H10 1.39 -1.28 -1.80  0.1065

LUMO ... -3.42 eV
Molar mass ... 76.1 g/mol
Total charge ... +1
Kohn-Sham gap ... 0.4459 Eh
Energy above the lowest of the compared OMol25 structures with the same formula, charge and spin ... 7.5 kcal per mole
Calculated total energy ... -6803.98405 eV
SMILES string ... C[C@H]([NH3+])CO
Largest force on an atom ... 1.890 eV/A
Highest occupied orbital energy ... -15.6 eV

A 2-piece molecular cluster, C3H10NO overall. Source: the OMol25 dataset; level of theory: ωB97M-V/def2-TZVPD.

Last column: Löwdin charge in e.
Atoms and positions in Å:
N1 0.36 -1.30 -1.52  0.2948
H1 0.45 -0.80 -2.40  0.1554
H2 -0.49 -1.88 -1.55  0.1498
H3 1.15 -1.91 -1.31  0.1546
H4 0.22 -0.54 -0.76  0.0899
C1 -1.60 0.24 0.59  -0.0940
C2 -0.30 0.96 0.39  -0.1856
C3 0.87 0.65 0.95  -0.2305
O1 1.97 1.43 0.77  0.0371
H5 -1.58 -0.50 1.39  0.0888
H6 -2.34 0.98 0.91  0.0899
H7 -1.97 -0.20 -0.35  0.0662
H8 -0.30 1.87 -0.20  0.1297
H9 1.00 -0.20 1.61  0.1387
H10 2.58 1.22 1.48  0.1151

LUMO ... -3.83 eV
Molar mass ... 76.1 g/mol
Total charge ... +1
Kohn-Sham gap ... 0.3451 Eh
Energy above the lowest of the compared OMol25 structures with the same formula, charge and spin ... 21.1 kcal per mole
Calculated total energy ... -6803.39735 eV
Largest force on an atom ... 1.063 eV/A
Highest occupied orbital energy ... -13.2 eV

A 2-piece molecular cluster, C3H10NO overall. Source: the OMol25 dataset; level of theory: ωB97M-V/def2-TZVPD.

Last column: Löwdin charge in e.
Atoms and positions in Å:
C1 0.48 -0.12 1.72  0.4350
C2 1.03 0.01 0.40  -0.3873
C3 1.99 1.14 0.09  -0.0008
O1 -0.21 0.29 -0.49  0.0466
N1 -2.65 -1.18 -1.35  0.0487
H1 0.57 0.79 2.32  0.1461
H2 0.29 -1.09 2.18  0.1464
H3 1.46 -0.88 -0.06  0.1630
H4 2.65 0.79 -0.70  0.1056
H5 1.50 2.06 -0.19  0.1038
H6 2.58 1.25 1.01  0.1014
H7 -0.82 -0.36 -0.10  0.0503
H8 -2.77 -1.14 -2.35  0.0319
H9 -3.40 -1.67 -0.91  0.0268
H10 -2.43 -0.32 -0.90  -0.0176

LUMO ... -8.78 eV
Molar mass ... 76.1 g/mol
Total charge ... +1
Kohn-Sham gap ... 0.1717 Eh
Energy above the lowest of the compared OMol25 structures with the same formula, charge and spin ... 112.2 kcal per mole
Calculated total energy ... -6799.44373 eV
Largest force on an atom ... 3.697 eV/A
Highest occupied orbital energy ... -13.4 eV

An isolated ion of composition C3H10NO and charge +1. Source: the OMol25 dataset; level of theory: ωB97M-V/def2-TZVPD.

Last column: Löwdin charge in e.
Atoms and positions in Å:
N1 0.80 1.08 -1.07  0.1413
C1 0.97 0.75 0.37  -0.1829
C2 -0.39 0.45 0.98  -0.1585
C3 -1.04 -0.94 0.57  -0.1880
O1 -0.50 -1.43 -0.65  -0.0265
H1 -0.10 1.49 -1.36  0.1729
H2 0.59 0.15 -1.62  0.1956
H3 1.51 1.68 -1.60  0.2083
H4 1.60 -0.19 0.48  0.1553
H5 1.52 1.57 0.97  0.1613
H6 -0.14 0.56 2.14  0.1663
H7 -1.18 1.20 0.83  0.1146
H8 -0.90 -1.76 1.38  0.1589
H9 -2.06 -0.83 0.42  0.0936
H10 0.36 -1.51 -0.58  -0.0122

LUMO ... -3.82 eV
Molar mass ... 76.1 g/mol
Total charge ... +1
Kohn-Sham gap ... 0.4106 Eh
Energy above the lowest of the compared OMol25 structures with the same formula, charge and spin ... 39.3 kcal per mole
Calculated total energy ... -6802.60840 eV
SMILES string ... [NH3+]CCCO
Largest force on an atom ... 6.404 eV/A
Highest occupied orbital energy ... -15.0 eV

A 2-piece molecular cluster, C3H10NO overall. Source: the OMol25 dataset; level of theory: ωB97M-V/def2-TZVPD.

Last column: Löwdin charge in e.
Atoms and positions in Å:
C1 -0.46 -0.56 -2.27  -0.1332
O1 -1.42 0.21 -1.44  -0.1987
H1 -0.87 -1.40 -3.02  0.1419
H2 0.29 0.14 -2.69  0.0868
H3 0.05 -1.09 -1.40  0.0567
H4 -2.21 -0.42 -1.66  0.1383
C2 -0.05 -0.13 2.28  0.0233
C3 1.65 0.58 0.71  0.1743
N1 0.51 0.10 0.91  0.0418
H5 0.65 -0.30 3.06  0.0900
H6 -0.61 -1.03 2.41  0.0962
H7 -0.68 0.73 2.56  0.1253
H8 2.34 0.56 1.54  0.1209
H9 1.98 1.18 -0.12  0.1348
H10 -0.09 -0.05 0.09  0.1014

LUMO ... -5.21 eV
Molar mass ... 76.1 g/mol
Total charge ... +1
Kohn-Sham gap ... 0.3427 Eh
Energy above the lowest of the compared OMol25 structures with the same formula, charge and spin ... 59.9 kcal per mole
Calculated total energy ... -6801.71114 eV
Largest force on an atom ... 4.342 eV/A
Highest occupied orbital energy ... -14.5 eV

A 2-piece molecular cluster, C3H10NO overall. Source: the OMol25 dataset; level of theory: ωB97M-V/def2-TZVPD.

Last column: Löwdin charge in e.
Atoms and positions in Å:
C1 2.24 1.31 -1.37  0.1852
N1 1.25 0.51 -1.52  0.2029
H1 2.53 1.87 -2.25  0.1302
H2 2.61 1.42 -0.37  0.1296
H3 0.98 -0.21 -0.84  0.1173
H4 0.52 0.79 -2.17  0.1682
C2 -0.97 -1.09 1.23  -0.2785
O1 -0.51 -1.60 -0.05  -0.1160
C3 -1.41 0.33 1.04  -0.0861
H5 -1.83 -1.66 1.59  0.1204
H6 -0.12 -1.23 1.90  0.1142
H7 -0.72 -2.53 -0.18  0.0915
H8 -1.86 0.68 1.97  0.0896
H9 -0.56 0.95 0.75  0.0537
H10 -2.16 0.47 0.28  0.0777

LUMO ... -5.93 eV
Molar mass ... 76.1 g/mol
Total charge ... +1
Kohn-Sham gap ... 0.3073 Eh
Energy above the lowest of the compared OMol25 structures with the same formula, charge and spin ... 38.8 kcal per mole
Calculated total energy ... -6802.62784 eV
Largest force on an atom ... 1.340 eV/A
Highest occupied orbital energy ... -14.3 eV

C3H10NO as an isolated structure. Source: the OMol25 dataset; level of theory: ωB97M-V/def2-TZVPD.

Last column: Löwdin charge in e.
Atoms and positions in Å:
C1 0.79 0.83 -2.22  0.0300
C2 0.48 -0.29 -1.19  0.1750
C3 0.65 -0.26 0.19  -0.2226
N1 0.92 -1.06 1.18  0.2645
H1 -0.05 0.93 -2.84  0.0965
H2 0.86 1.79 -1.70  0.1042
H3 1.75 0.70 -2.68  0.1186
H4 0.52 -1.27 -1.67  0.1431
H5 0.54 0.77 0.50  0.1180
H6 0.80 -2.04 1.01  0.0960
H7 -0.51 -0.84 3.27  0.0546
H8 -1.26 -0.70 3.15  0.0531
H9 -1.13 0.15 1.24  -0.0359
H10 -2.62 0.51 0.99  0.0673
O1 -1.72 0.79 0.78  -0.0625

LUMO ... -8.65 eV
Molar mass ... 76.1 g/mol
Total charge ... +1
Kohn-Sham gap ... 0.2615 Eh
Energy above the lowest of the compared OMol25 structures with the same formula, charge and spin ... 132.7 kcal per mole
Calculated total energy ... -6798.55815 eV
Largest force on an atom ... 4.658 eV/A
Highest occupied orbital energy ... -15.8 eV

A 2-piece molecular cluster, C3H10NO overall. Source: the OMol25 dataset; level of theory: ωB97M-V/def2-TZVPD.

Last column: Löwdin charge in e.
Atoms and positions in Å:
C1 -0.08 -1.35 -1.74  -0.0416
N1 0.03 0.11 -1.64  0.1316
H1 -0.97 -1.58 -2.37  0.1125
H2 -0.22 -1.92 -0.82  0.1038
H3 0.75 -1.79 -2.30  0.1048
H4 -0.14 0.63 -2.50  0.1750
H5 -0.62 0.49 -0.94  0.1331
H6 0.94 0.25 -1.18  0.1346
C2 1.16 1.04 1.13  -0.0317
C3 0.01 0.58 1.67  -0.2215
O1 -0.99 -0.18 1.11  -0.0063
H7 1.62 1.86 0.56  0.0823
H8 2.04 0.66 1.65  0.0728
H9 -0.07 0.64 2.75  0.1193
H10 -1.89 0.08 1.38  0.1312

LUMO ... -3.77 eV
Molar mass ... 76.1 g/mol
Total charge ... +1
Kohn-Sham gap ... 0.3233 Eh
Energy above the lowest of the compared OMol25 structures with the same formula, charge and spin ... 77.6 kcal per mole
Calculated total energy ... -6800.94453 eV
Largest force on an atom ... 3.123 eV/A
Highest occupied orbital energy ... -12.6 eV

A 2-piece molecular cluster, C3H10NO overall. Source: the OMol25 dataset; level of theory: ωB97M-V/def2-TZVPD.

Last column: Löwdin charge in e.
Atoms and positions in Å:
C1 1.92 0.33 -1.82  -0.0204
N1 0.84 -0.51 -1.21  0.0946
H1 2.29 -0.03 -2.79  0.1116
H2 1.50 1.40 -2.02  0.1379
H3 2.80 0.33 -1.14  0.1174
H4 1.16 -1.47 -1.04  0.1732
H5 0.06 -0.74 -1.88  0.1891
H6 0.27 -0.03 -0.44  0.0823
C2 -1.15 -0.82 1.97  0.3110
C3 -1.06 0.41 1.55  0.0384
O1 -0.94 0.57 0.18  0.1080
H7 -1.31 -0.98 3.05  0.1585
H8 -1.09 -1.73 1.37  0.1523
H9 -1.09 1.44 1.96  0.1952
H10 -1.23 1.31 -0.28  0.1510

LUMO (alpha / beta) ... -9.28 / -13.92 eV
2S+1 ... 2
Molar mass ... 76.1 g/mol
Total charge ... +2
Kohn-Sham gap (alpha / beta) ... 0.4528 / 0.2835 Eh
Energy above the lowest of the compared OMol25 structures with the same formula, charge and spin ... 71.2 kcal per mole
Calculated total energy ... -6788.89958 eV
⟨S²⟩ ... 0.7540
Largest force on an atom ... 8.378 eV/A
Highest occupied orbital energy (alpha / beta) ... -21.6 / -21.6 eV

An isolated ion of composition C3H10NO2 and charge +1. Source: the OMol25 dataset; level of theory: ωB97M-V/def2-TZVPD.

Last column: Löwdin charge in e.
Atoms and positions in Å:
N1 -0.73 -0.79 -0.84  0.2399
C1 0.24 -0.35 0.27  -0.2067
C2 1.29 0.52 -0.40  -0.1845
O1 1.67 -0.23 -1.56  -0.0700
C3 -0.63 0.47 1.26  -0.1565
O2 -1.94 -0.09 1.19  -0.0672
H1 -0.74 -1.80 -0.91  0.1774
H2 -1.64 -0.38 -0.59  0.1505
H3 -0.29 -0.51 -1.72  0.1541
H4 0.71 -1.20 0.74  0.1632
H5 0.89 1.47 -0.79  0.1370
H6 2.13 0.75 0.26  0.1452
H7 2.43 0.18 -2.00  0.1223
H8 -0.21 0.37 2.26  0.1412
H9 -0.70 1.48 0.86  0.1309
H10 -2.47 0.10 1.97  0.1233

LUMO ... -3.15 eV
Molar mass ... 92.1 g/mol
Total charge ... +1
Kohn-Sham gap ... 0.4459 Eh
Energy above the lowest of the compared OMol25 structures with the same formula, charge and spin ... 23.6 kcal per mole
Calculated total energy ... -8851.31659 eV
SMILES string ... [NH3+]C(CO)CO
Largest force on an atom ... 1.673 eV/A
Highest occupied orbital energy ... -15.3 eV

What did the ninth record say?
C3H10NO as an isolated structure. Source: the OMol25 dataset; level of theory: ωB97M-V/def2-TZVPD.

Last column: Löwdin charge in e.
Atoms and positions in Å:
C1 0.79 0.83 -2.22  0.0300
C2 0.48 -0.29 -1.19  0.1750
C3 0.65 -0.26 0.19  -0.2226
N1 0.92 -1.06 1.18  0.2645
H1 -0.05 0.93 -2.84  0.0965
H2 0.86 1.79 -1.70  0.1042
H3 1.75 0.70 -2.68  0.1186
H4 0.52 -1.27 -1.67  0.1431
H5 0.54 0.77 0.50  0.1180
H6 0.80 -2.04 1.01  0.0960
H7 -0.51 -0.84 3.27  0.0546
H8 -1.26 -0.70 3.15  0.0531
H9 -1.13 0.15 1.24  -0.0359
H10 -2.62 0.51 0.99  0.0673
O1 -1.72 0.79 0.78  -0.0625

LUMO ... -8.65 eV
Molar mass ... 76.1 g/mol
Total charge ... +1
Kohn-Sham gap ... 0.2615 Eh
Energy above the lowest of the compared OMol25 structures with the same formula, charge and spin ... 132.7 kcal per mole
Calculated total energy ... -6798.55815 eV
Largest force on an atom ... 4.658 eV/A
Highest occupied orbital energy ... -15.8 eV

- Among the records above, which one has the lowest largest force on an atom?
  number 4

- Which value of calculated total energy does entry 11 give?
  -6788.89958 eV

Please write out number 4 again, unchanged.
A 2-piece molecular cluster, C3H10NO overall. Source: the OMol25 dataset; level of theory: ωB97M-V/def2-TZVPD.

Last column: Löwdin charge in e.
Atoms and positions in Å:
N1 0.36 -1.30 -1.52  0.2948
H1 0.45 -0.80 -2.40  0.1554
H2 -0.49 -1.88 -1.55  0.1498
H3 1.15 -1.91 -1.31  0.1546
H4 0.22 -0.54 -0.76  0.0899
C1 -1.60 0.24 0.59  -0.0940
C2 -0.30 0.96 0.39  -0.1856
C3 0.87 0.65 0.95  -0.2305
O1 1.97 1.43 0.77  0.0371
H5 -1.58 -0.50 1.39  0.0888
H6 -2.34 0.98 0.91  0.0899
H7 -1.97 -0.20 -0.35  0.0662
H8 -0.30 1.87 -0.20  0.1297
H9 1.00 -0.20 1.61  0.1387
H10 2.58 1.22 1.48  0.1151

LUMO ... -3.83 eV
Molar mass ... 76.1 g/mol
Total charge ... +1
Kohn-Sham gap ... 0.3451 Eh
Energy above the lowest of the compared OMol25 structures with the same formula, charge and spin ... 21.1 kcal per mole
Calculated total energy ... -6803.39735 eV
Largest force on an atom ... 1.063 eV/A
Highest occupied orbital energy ... -13.2 eV